# C2H9NS

A molecular structure, C2H9NS at a distorted geometry (ωB97M-V/def2-TZVPD, the Open Molecules 2025 dataset).

The geometry in XYZ format:
```
13
Properties=species:S:1:pos:R:3
C 0.780 -1.391 0.508
N -0.539 -1.221 -0.192
H 0.650 -1.018 1.519
H 1.043 -2.442 0.492
H 1.511 -0.767 0.006
H -0.964 -0.084 -0.470
H -1.241 -1.615 0.421
H -0.565 -1.776 -1.034
C -0.018 2.103 -0.194
S -1.644 1.432 -0.717
H 0.420 1.649 0.697
H 0.666 1.958 -1.032
H -0.100 3.170 -0.003
```

Values from the calculation:
HOMO = -7.1 eV
Energy above the lowest of the compared OMol25 structures with the same formula, charge and spin = 114.7 kJ/mol

Löwdin atomic charge list, values in e, 6 entries: -0.076, -0.026, 0.085, 0.076, 0.079, -0.124



# C4H10O3Si

3 unconnected molecules or ions with the total composition C4H10O3Si at a distorted geometry (ωB97M-V/def2-TZVPD, the Open Molecules 2025 dataset).

The geometry in XYZ format:
```
18
Properties=species:S:1:pos:R:3
C -2.682 -0.092 -0.043
C -1.420 -0.871 -0.582
C 3.126 -0.695 -0.537
C -3.819 0.002 -0.656
O -1.003 1.021 2.014
O -4.814 0.109 -1.219
O 1.629 1.544 0.749
Si 2.766 1.111 -0.065
H -1.775 -1.944 -0.700
H -0.688 -0.847 0.265
H -0.957 -0.565 -1.453
H 3.648 -1.186 0.355
H 2.155 -1.222 -0.574
H 3.741 -0.720 -1.470
H -2.763 0.501 0.871
H -0.542 1.828 1.843
H -0.593 0.247 1.688
H 3.992 1.781 -0.486
```

Values from the calculation:
SMILES = C[SiH]=O.CC=C=O.O
HOMO = -8.5 eV
Energy above the lowest of the compared OMol25 structures with the same formula, charge and spin = 358.7 kJ/mol

Löwdin atomic charge list, values in e, 6 entries: -0.134, -0.064, -0.235, -0.252, -0.048, 0.172



# C6H19N4

A molecular structure, C6H19N4 at a distorted geometry (ωB97M-V/def2-TZVPD, the Open Molecules 2025 dataset).

The geometry in XYZ format:
```
29
Properties=species:S:1:pos:R:3
C 2.817 -0.904 -0.220
C 0.800 -0.101 -1.481
C 2.332 1.507 -0.268
C 0.848 0.030 1.102
C 1.688 0.125 -0.301
C -3.134 1.361 -0.547
N -3.880 2.153 -0.965
N -3.008 -2.018 0.983
N -2.381 0.604 0.046
N -0.174 1.122 1.099
H 3.598 -0.817 0.562
H 2.530 -1.974 -0.111
H 3.360 -0.799 -1.141
H 1.111 0.487 -2.396
H -0.248 0.014 -1.402
H 0.893 -1.060 -2.031
H 1.760 2.333 -0.658
H 2.787 1.706 0.728
H 3.125 1.583 -0.898
H 1.591 0.145 1.927
H 0.152 -0.847 0.994
H -4.315 2.742 -1.641
H -0.305 1.517 2.010
H -2.125 -2.190 1.536
H -3.460 -2.971 1.037
H 0.148 1.842 0.480
H -2.654 -0.301 0.439
H -1.243 0.736 0.493
H -3.424 -1.331 1.754
```

Values from the calculation:
HOMO = -14.1 eV
Energy above the lowest of the compared OMol25 structures with the same formula, charge and spin = 185.8 kJ/mol
Charge = +1

Löwdin atomic charge list, values in e, 6 entries: -0.063, -0.057, -0.063, -0.113, -0.568, -0.254



# CH6N3O

A gas-phase ion, CH6N3O (charge +1) at a distorted geometry (ωB97M-V/def2-TZVPD, the Open Molecules 2025 dataset).

The geometry in XYZ format:
```
11
Properties=species:S:1:pos:R:3
C -1.143 -0.697 0.435
N 1.180 0.698 0.824
N 1.564 0.820 -1.419
N 0.750 0.311 -0.270
O -0.262 -0.362 -0.636
H -1.144 0.130 1.206
H -1.031 -1.820 0.826
H -2.283 -0.588 0.034
H 0.546 0.350 1.509
H 2.437 1.238 -1.027
H 1.116 1.188 -2.306
```

Values from the calculation:
SMILES = [H]/N=[N+](/N)OC
HOMO = -16.1 eV
Energy above the lowest of the compared OMol25 structures with the same formula, charge and spin = 466.2 kJ/mol
Charge = +1

Löwdin atomic charge list, values in e, 6 entries: -0.018, 0.282, 0.175, -0.259, 0.007, 0.103



# C2H6NO2P

A molecular structure, C2H6NO2P at a distorted geometry (ωB97M-V/def2-TZVPD, the Open Molecules 2025 dataset).

The geometry in XYZ format:
```
12
Properties=species:S:1:pos:R:3
C -0.181 0.074 -1.193
C -0.465 0.058 0.355
N -1.455 -0.807 0.706
O 2.083 1.048 0.329
O 0.666 -1.036 -1.298
P 1.104 -1.030 0.285
H -1.010 -0.030 -1.807
H 0.361 1.062 -1.368
H -0.245 1.038 0.741
H 2.910 1.085 0.962
H -1.449 -1.011 1.744
H -2.319 -0.450 0.543
```

Values from the calculation:
HOMO = -9.5 eV
Energy above the lowest of the compared OMol25 structures with the same formula, charge and spin = 325.0 kJ/mol

Löwdin atomic charge list, values in e, 6 entries: -0.290, -0.529, -0.011, -0.442, -0.355, 1.144



# C22H31HgN3O3PS

A molecular structure, C22H31HgN3O3PS (ωB97M-V/def2-TZVPD, the Open Molecules 2025 dataset).

The geometry in XYZ format:
```
62
Properties=species:S:1:pos:R:3
Hg -0.472 -0.687 0.347
O -6.087 2.922 -3.416
C -6.253 2.928 -2.070
O -7.272 3.358 -1.606
C -5.131 2.389 -1.247
C -3.845 2.163 -1.737
C -2.862 1.635 -0.927
C -3.127 1.301 0.407
C -4.419 1.536 0.898
C -5.395 2.079 0.083
N -2.109 0.736 1.159
C -2.165 0.706 2.487
C -1.250 -0.050 3.250
C -1.287 -0.036 4.669
C -0.381 -0.759 5.386
C 0.587 -1.529 4.705
C 0.568 -1.514 3.335
N -0.306 -0.801 2.611
H -5.262 2.483 -3.645
H -3.572 2.426 -2.754
H -1.866 1.471 -1.316
H -4.673 1.263 1.913
H -6.392 2.258 0.463
H -2.899 1.295 3.030
H -2.050 0.554 5.160
H -0.408 -0.749 6.468
H 1.318 -2.125 5.232
H 1.268 -2.116 2.770
C 4.697 0.263 -0.385
C 3.375 0.277 0.381
C 3.515 -0.387 1.747
P 1.974 -0.447 -0.580
C 2.632 -2.108 -1.110
C 3.210 -2.154 -2.524
C 1.593 -3.214 -0.924
C 1.901 0.613 -2.089
C 1.887 2.094 -1.701
C 0.657 0.277 -2.913
H 5.453 0.811 0.180
H 4.617 0.730 -1.368
H 5.067 -0.755 -0.521
H 3.078 1.314 0.552
H 3.712 -1.460 1.662
H 2.619 -0.251 2.347
H 4.353 0.053 2.292
H 3.450 -2.297 -0.408
H 2.443 -1.966 -3.277
H 3.612 -3.151 -2.713
H 4.019 -1.440 -2.673
H 0.785 -3.110 -1.650
H 1.142 -3.207 0.070
H 2.057 -4.191 -1.073
H 2.787 0.402 -2.689
H 1.140 2.295 -0.927
H 1.622 2.696 -2.571
H 2.854 2.442 -1.338
H -0.250 0.575 -2.388
H 0.552 -0.787 -3.125
H 0.688 0.816 -3.863
O -1.831 -3.430 0.320
S -2.131 -2.869 -1.000
N -1.534 -1.571 -1.396
```

Values from the calculation:
2S+1 = 2
HOMO (alpha / beta) = -5.9 / -8.2 eV

Löwdin atomic charge list, values in e, 6 entries: 0.954, 0.108, -0.484, 0.113, -0.150, -0.028



# C3H9N2O3

2 unconnected molecules or ions with the total composition C3H9N2O3 (ωB97M-V/def2-TZVPD, the Open Molecules 2025 dataset).

The geometry in XYZ format:
```
17
Properties=species:S:1:pos:R:3
C 0.667 -1.854 -0.078
N 1.195 -0.505 -0.148
C 2.157 -0.176 0.837
O 3.425 -0.778 0.561
H 1.470 -2.545 0.197
H 0.347 -2.162 -1.077
H -0.155 -1.949 0.638
H 0.452 0.201 -0.244
H 2.242 0.916 0.861
H 1.905 -0.529 1.849
H 3.557 -0.634 -0.383
N -3.113 1.596 -0.581
C -1.941 0.889 -0.239
O -0.873 1.361 -0.721
O -2.090 -0.125 0.471
H -4.015 1.220 -0.362
H -3.033 2.438 -1.117
```

Values from the calculation:
HOMO = -4.4 eV
Energy above the lowest of the compared OMol25 structures with the same formula, charge and spin = 44.0 kJ/mol
Charge = -1

Löwdin atomic charge list, values in e, 6 entries: -0.140, -0.103, -0.349, -0.099, 0.064, 0.069



# C18H16BrCoF2N2OS

A molecular structure, C18H16BrCoF2N2OS at a distorted geometry (ωB97M-V/def2-TZVPD, the Open Molecules 2025 dataset).

The geometry in XYZ format:
```
42
Properties=species:S:1:pos:R:3
Co -2.506 0.459 -0.706
O -2.592 2.344 5.126
C -2.593 1.758 3.937
C -2.649 0.371 3.748
C -2.621 -0.137 2.466
N -2.551 0.641 1.388
C -2.519 1.962 1.573
Br -2.441 2.925 -0.088
C -2.524 2.579 2.796
H -2.671 1.717 5.860
H -2.714 -0.307 4.585
H -2.658 -1.201 2.284
H -2.476 3.652 2.895
N -0.719 -0.236 -0.936
S 0.319 -0.470 -2.155
C 1.280 -1.921 -1.628
C 2.416 -2.251 -2.347
C 3.169 -3.341 -1.944
C 2.785 -4.080 -0.837
C 1.639 -3.747 -0.135
C 0.868 -2.667 -0.537
C 1.587 0.775 -1.793
C 2.268 0.701 -0.589
C 3.154 1.705 -0.249
C 3.354 2.773 -1.111
C 2.671 2.834 -2.317
C 1.776 1.834 -2.664
H -0.223 -0.173 -0.050
H 2.710 -1.667 -3.205
H 4.055 -3.614 -2.495
H 3.380 -4.924 -0.523
H 1.340 -4.331 0.722
H -0.043 -2.420 -0.016
H 2.113 -0.139 0.074
H 3.691 1.655 0.685
H 4.043 3.556 -0.840
H 2.840 3.667 -2.980
H 1.236 1.881 -3.596
F -4.973 0.484 -0.510
C -4.210 -0.438 -1.220
F -4.293 -1.593 -0.491
H -4.719 -0.617 -2.176
```

Values from the calculation:
2S+1 = 2
HOMO (alpha / beta) = -12.0 / -11.6 eV
Energy above the lowest of the compared OMol25 structures with the same formula, charge and spin = 6.4 kJ/mol
Charge = +1

Löwdin atomic charge list, values in e, 6 entries: 0.351, 0.122, -0.291, 0.029, -0.080, -0.045



Q: Which formula does entry 3 have?
A: C6H19N4